[1]
{
  "formula": "C3H4N2O",
  "method": "ωB97M-V/def2-TZVPD",
  "species": ["N", "C", "O", "C", "C", "N", "H", "H", "H", "H"],
  "xyz": [[-0.972, 0.675, -0.516], [-0.821, -0.305, 0.604], [-1.603, -0.480, 1.492], [0.586, -0.831, 0.387], [1.165, 0.399, -0.258], [1.837, 1.243, -0.675], [-0.940, 1.679, -0.381], [-0.942, 0.446, -1.507], [1.143, -1.230, 1.251], [0.549, -1.598, -0.397]],
  "nbo_charge": [-0.9451, 0.7286, -0.4723, -0.6019, 0.2836, -0.3574, 0.4173, 0.4074, 0.2719, 0.2678],
  "de_lowest_kcal_mol": 48.4,
  "charge": 0,
  "mol_weight_g_mol": 84.078
}

[2]
{
  "formula": "C3H4N2O",
  "method": "ωB97M-V/def2-TZVPD",
  "species": ["O", "C", "C", "N", "N", "C", "H", "H", "H", "H"],
  "xyz": [[-1.453, -0.192, 0.390], [-0.354, -0.827, -0.718], [-0.329, 0.625, -0.504], [0.754, 0.987, 0.234], [1.420, -0.145, 0.699], [0.794, -1.150, 0.196], [-2.266, -0.287, -0.130], [-0.860, 1.393, -1.055], [0.872, 1.839, 0.761], [1.180, -2.147, 0.379]],
  "nbo_charge": [-0.6198, -0.1671, 0.1585, -0.4519, -0.2077, -0.0309, 0.5035, 0.2084, 0.4037, 0.2034],
  "de_lowest_kcal_mol": 123.2,
  "charge": 0,
  "mol_weight_g_mol": 84.078
}

[3]
{
  "formula": "C3H4N2O",
  "method": "ωB97M-V/def2-TZVPD",
  "species": ["C", "C", "N", "C", "O", "N", "H", "H", "H", "H"],
  "xyz": [[0.273, 0.711, 0.038], [-0.396, -0.458, -0.251], [1.074, 1.020, 1.117], [-0.644, -1.712, -0.470], [-0.919, 1.128, -1.682], [-0.027, 1.621, -0.919], [1.240, 0.283, 1.783], [0.905, 1.925, 1.532], [-1.658, -2.075, -0.584], [0.151, -2.444, -0.564]],
  "nbo_charge": [0.1088, 0.1946, -0.7988, -0.5038, -0.3326, 0.0766, 0.3949, 0.3901, 0.2367, 0.2333],
  "de_lowest_kcal_mol": 126.8,
  "charge": 0,
  "mol_weight_g_mol": 84.078
}

[4]
{
  "formula": "C3H4N2O",
  "method": "ωB97M-V/def2-TZVPD",
  "species": ["C", "C", "C", "H", "H", "H", "H", "N", "N", "O"],
  "xyz": [[0.765, -0.103, -0.097], [-0.192, 0.942, -0.091], [-1.495, 0.312, -0.021], [2.668, 0.633, 0.414], [-0.206, 2.080, -0.205], [-2.442, 0.777, 0.165], [0.222, -2.145, -0.104], [-1.417, -1.001, 0.060], [0.009, -1.213, -0.121], [2.088, -0.283, -0.001]],
  "nbo_charge": [0.4706, -0.4652, -0.0215, 0.5159, 0.2352, 0.2063, 0.4037, -0.2751, -0.4035, -0.6664],
  "de_lowest_kcal_mol": 58.5,
  "charge": 0,
  "mol_weight_g_mol": 84.078
}

[5]
{
  "formula": "C3H4N2O",
  "method": "ωB97M-V/def2-TZVPD",
  "species": ["C", "C", "C", "N", "N", "O", "H", "H", "H", "H"],
  "xyz": [[3.131, -1.230, -0.021], [-1.657, 0.859, -0.025], [-2.645, -0.209, 0.079], [-0.405, 0.662, 0.065], [2.186, -0.613, 0.065], [-3.506, -0.891, 0.034], [4.054, -1.812, 0.004], [-2.350, 1.711, -0.127], [0.013, 1.605, -0.094], [1.180, -0.081, 0.021]],
  "nbo_charge": [0.5052, -0.0004, 0.8933, -0.4512, -0.4115, -0.1047, 0.3328, 0.3065, 0.4248, 0.5051],
  "de_lowest_kcal_mol": 12.5,
  "charge": 2,
  "mol_weight_g_mol": 84.078
}

[6]
{
  "formula": "C3H4N2O2",
  "method": "ωB97M-V/def2-TZVPD",
  "species": ["C", "C", "C", "H", "H", "H", "H", "N", "N", "O", "O"],
  "xyz": [[0.755, 0.086, -0.565], [1.316, 0.101, 0.602], [0.118, 0.303, 1.775], [-1.289, -1.356, -1.138], [-1.550, -0.121, -2.129], [1.181, -0.150, -1.481], [2.332, -0.103, 0.608], [-1.416, -0.395, -1.029], [-0.560, 0.595, -0.512], [0.092, 0.590, 2.903], [-0.979, 0.449, 0.967]],
  "nbo_charge": [-0.0612, -0.3356, 0.7809, 0.3622, 0.3493, 0.2211, 0.2216, -0.6738, 0.0436, -0.5270, -0.3811],
  "de_lowest_kcal_mol": 135.9,
  "charge": 0,
  "mol_weight_g_mol": 100.077
}

[7]
{
  "formula": "C3H4N2O2",
  "method": "ωB97M-V/def2-TZVPD",
  "species": ["N", "C", "C", "O", "C", "O", "N", "H", "H", "H", "H"],
  "xyz": [[-0.558, 1.617, -1.284], [0.386, 0.842, -0.685], [1.529, 0.299, -0.456], [-0.432, -2.844, 0.783], [-0.851, -2.039, 1.516], [-1.330, -1.319, 2.303], [0.334, -0.037, 0.465], [-1.504, 1.404, -1.000], [-0.486, 1.725, -2.285], [2.478, -0.167, -0.674], [0.435, 0.519, 1.316]],
  "nbo_charge": [-0.7983, 0.3236, -0.2048, -0.5258, 1.0529, -0.5442, -0.6573, 0.3967, 0.3956, 0.2362, 0.3253],
  "de_lowest_kcal_mol": 86.3,
  "charge": 0,
  "mol_weight_g_mol": 100.077
}

[8]
{
  "formula": "C3H4N2O2",
  "method": "ωB97M-V/def2-TZVPD",
  "species": ["N", "C", "C", "O", "C", "O", "N", "H", "H", "H", "H"],
  "xyz": [[-2.001, -0.425, 0.096], [-0.837, 0.128, 0.145], [-0.118, 1.277, 0.356], [1.294, 1.101, 0.075], [1.573, -0.125, -0.234], [2.606, -0.652, -0.520], [0.272, -0.888, -0.159], [0.045, -1.359, -1.037], [-2.750, 0.249, 0.208], [-0.398, 2.304, 0.505], [0.314, -1.610, 0.565]],
  "nbo_charge": [-0.8533, 0.3073, -0.2320, -0.4298, 0.8967, -0.5381, -0.6304, 0.4511, 0.3578, 0.2218, 0.4487],
  "de_lowest_kcal_mol": 85.5,
  "charge": 0,
  "mol_weight_g_mol": 100.077
}

[9]
{
  "formula": "C3H4N2O2",
  "method": "ωB97M-V/def2-TZVPD",
  "species": ["N", "C", "C", "O", "C", "O", "N", "H", "H", "H", "H"],
  "xyz": [[1.854, -0.628, 0.676], [0.823, -0.840, -0.158], [-0.014, -1.169, -0.992], [-1.148, 1.656, -1.320], [-1.291, 1.349, -0.166], [-1.892, 1.738, 0.863], [-0.687, 0.246, 0.562], [1.732, 0.169, 1.285], [2.776, -0.685, 0.277], [-0.736, -1.383, -1.752], [-1.417, -0.453, 0.725]],
  "nbo_charge": [-0.8171, 0.2766, -0.1910, -0.6250, 0.8277, -0.5352, -0.4257, 0.4200, 0.4093, 0.2749, 0.3855],
  "de_lowest_kcal_mol": 146.5,
  "charge": 0,
  "mol_weight_g_mol": 100.077
}

[10]
{
  "formula": "C3H4N2O2",
  "method": "ωB97M-V/def2-TZVPD",
  "species": ["C", "N", "N", "C", "O", "C", "O", "H", "H", "H", "H"],
  "xyz": [[-1.566, -0.269, 0.011], [-0.163, -0.072, 0.178], [0.654, -1.135, -0.081], [1.776, -0.567, -0.283], [1.819, 0.757, 0.015], [0.511, 1.091, 0.374], [0.123, 2.153, 0.784], [-1.750, -0.851, -0.901], [-1.904, -0.817, 0.883], [-2.030, 0.712, -0.073], [2.530, -1.003, -0.907]],
  "nbo_charge": [-0.4064, -0.2887, -0.2668, 0.3120, -0.4538, 0.8334, -0.5924, 0.2144, 0.2097, 0.2334, 0.2053],
  "de_lowest_kcal_mol": 47.3,
  "charge": 0,
  "mol_weight_g_mol": 100.077
}

[11]
{
  "formula": "C3H4N2O2",
  "method": "ωB97M-V/def2-TZVPD",
  "species": ["C", "C", "C", "H", "H", "H", "H", "N", "N", "O", "O"],
  "xyz": [[1.443, -0.770, 0.012], [0.307, -1.426, 0.295], [-0.717, -0.561, 0.007], [-0.519, 2.415, 0.101], [2.592, -0.914, 0.100], [0.223, -2.551, 0.331], [-2.456, 0.144, -0.585], [-0.038, 0.802, -0.512], [-2.015, -0.743, -0.103], [-0.380, 1.600, 0.516], [1.421, 0.530, -0.207]],
  "nbo_charge": [0.2341, -0.4512, 0.3694, 0.4743, 0.2224, 0.2642, 0.3458, 0.0824, -0.6390, -0.5377, -0.3645],
  "de_lowest_kcal_mol": 147.0,
  "charge": 0,
  "mol_weight_g_mol": 100.077
}

[12]
{
  "formula": "C3H4N2O2",
  "method": "ωB97M-V/def2-TZVPD",
  "species": ["C", "C", "C", "H", "H", "H", "H", "N", "N", "O", "O"],
  "xyz": [[1.986, 0.238, 0.024], [-0.304, -0.335, 0.040], [-2.279, -0.361, -0.002], [1.808, 0.945, 0.942], [2.965, -0.262, 0.233], [2.038, 0.780, -0.946], [-3.298, -0.896, -0.169], [-1.218, -1.244, 0.054], [-2.041, 0.923, -0.007], [0.939, -0.748, -0.121], [-0.598, 0.961, -0.049]],
  "nbo_charge": [-0.2788, 0.7693, 0.1475, 0.1989, 0.2097, 0.1983, 0.2227, -0.5111, -0.1724, -0.4629, -0.3212],
  "de_lowest_kcal_mol": 82.7,
  "charge": 0,
  "mol_weight_g_mol": 100.077
}

[13]
{
  "formula": "C3H4N2O2",
  "method": "ωB97M-V/def2-TZVPD",
  "species": ["C", "C", "C", "H", "H", "H", "H", "N", "N", "O", "O"],
  "xyz": [[1.095, -0.263, -0.195], [0.792, 1.033, -0.128], [-1.239, -0.243, 0.134], [2.368, -1.604, 0.457], [1.383, 2.008, 0.264], [-1.274, 1.843, -0.090], [-2.367, -1.532, -0.149], [-0.603, 1.018, -0.142], [-2.480, -0.527, 0.073], [2.367, -0.561, 0.078], [-0.043, -1.172, -0.301]],
  "nbo_charge": [0.5226, -0.1938, 0.6732, 0.4942, 0.2426, 0.4216, 0.3657, -0.6331, -0.7018, -0.6520, -0.5392],
  "de_lowest_kcal_mol": 106.1,
  "charge": 0,
  "mol_weight_g_mol": 100.077
}

[14]
{
  "formula": "C3H4N2O2",
  "method": "ωB97M-V/def2-TZVPD",
  "species": ["C", "C", "C", "N", "N", "O", "O", "H", "H", "H", "H"],
  "xyz": [[1.752, 1.027, -0.955], [1.066, -0.084, -0.803], [-0.111, -0.071, -0.003], [-0.796, -1.257, 0.439], [-1.926, -0.936, 1.191], [-2.060, 0.234, 1.555], [-2.698, -1.828, 1.467], [2.551, 1.142, -1.731], [1.316, 1.974, -0.553], [1.562, -1.014, -1.108], [-0.656, 0.812, 0.501]],
  "lowdin_spin": [0.4493, 0.1353, 0.4228, 0.6917, 0.0559, 0.0732, 0.1254, 0.0219, 0.0157, -0.0038, 0.0125],
  "de_lowest_kcal_mol": 90.9,
  "charge": 0,
  "mol_weight_g_mol": 100.077,
  "multiplicity": 3
}

[15]
{
  "formula": "C3H4N2O2S",
  "method": "ωB97M-V/def2-TZVPD",
  "species": ["C", "C", "C", "H", "H", "H", "H", "N", "N", "O", "O", "S"],
  "xyz": [[1.637, -0.301, -1.745], [-0.100, 1.126, 0.861], [-1.270, -1.046, 0.721], [2.619, 0.025, -1.441], [1.470, -0.959, -2.647], [-1.970, 0.745, 1.349], [-0.329, -1.611, 0.525], [0.573, -0.062, -1.040], [-1.166, 0.324, 0.944], [0.929, 0.730, 0.079], [-2.377, -1.556, 0.719], [-0.017, 2.587, 1.676]],
  "nbo_charge": [-0.0953, 0.4027, 0.5412, 0.2003, 0.2145, 0.4394, 0.1520, -0.1386, -0.6512, -0.3853, -0.5419, -0.1378],
  "de_lowest_kcal_mol": 67.0,
  "charge": 0,
  "mol_weight_g_mol": 132.144
}

[16]
{
  "formula": "C3H4N2O3",
  "method": "ωB97M-V/def2-TZVPD",
  "species": ["C", "C", "C", "H", "H", "H", "H", "N", "N", "O", "O", "O"],
  "xyz": [[-0.281, 0.949, 0.346], [0.714, 0.790, 1.389], [0.662, -1.112, 0.089], [-1.454, -1.330, -1.433], [-0.539, -0.329, -2.386], [-1.289, 0.955, 0.850], [-0.089, 1.836, -0.282], [-1.001, -0.379, -1.468], [-0.054, -0.183, -0.475], [1.089, 1.580, 2.183], [1.138, -0.534, 1.349], [1.106, -2.243, -0.162]],
  "nbo_charge": [-0.3292, 0.7651, 0.8609, 0.3772, 0.3692, 0.2413, 0.2423, -0.6431, -0.2927, -0.5145, -0.5001, -0.5764],
  "de_lowest_kcal_mol": 28.7,
  "charge": 0,
  "mol_weight_g_mol": 116.076
}

[17]
{
  "formula": "C3H4N2O3",
  "method": "ωB97M-V/def2-TZVPD",
  "species": ["C", "N", "C", "C", "O", "O", "N", "O", "H", "H", "H", "H"],
  "xyz": [[1.473, 0.304, -0.268], [-0.878, 0.679, 0.251], [-0.701, 1.503, -0.773], [0.272, -0.383, 0.222], [0.722, 0.924, -1.295], [-1.128, -2.059, 0.801], [0.179, -1.525, 0.735], [-1.328, 2.211, -1.471], [-1.012, -2.823, 1.380], [-1.775, 0.554, 0.695], [1.961, 0.982, 0.432], [2.216, -0.366, -0.709]],
  "nbo_charge": [-0.1233, -0.6823, 0.9136, 0.4011, -0.5908, -0.5665, -0.1628, -0.5176, 0.4831, 0.4349, 0.1889, 0.2216],
  "de_lowest_kcal_mol": 81.0,
  "charge": 0,
  "mol_weight_g_mol": 116.076
}

[18]
{
  "formula": "C3H4N2O3",
  "method": "ωB97M-V/def2-TZVPD",
  "species": ["C", "C", "C", "N", "N", "O", "O", "O", "H", "H", "H", "H"],
  "xyz": [[-0.518, -1.759, -0.212], [-1.436, 0.481, -0.139], [-0.284, -0.384, 0.222], [-0.661, -2.895, -0.286], [2.093, 0.663, -0.043], [3.055, 0.889, -0.698], [1.877, 0.945, 1.082], [1.111, 0.023, -0.691], [-2.340, 0.358, 0.627], [-1.202, 1.629, 0.006], [-1.726, 0.183, -1.165], [0.030, -0.134, 1.297]],
  "nbo_charge": [0.2199, -0.6607, 0.0007, -0.2272, 0.7430, -0.3422, -0.4044, -0.3749, 0.2616, 0.2552, 0.2387, 0.2903],
  "de_lowest_kcal_mol": 146.0,
  "charge": 0,
  "mol_weight_g_mol": 116.076
}

[19]
{
  "formula": "C3H4N2O3",
  "method": "ωB97M-V/def2-TZVPD",
  "species": ["C", "C", "C", "H", "H", "H", "H", "N", "N", "O", "O", "O"],
  "xyz": [[1.148, 0.180, 0.376], [-0.241, -0.123, -0.116], [-0.865, -1.398, 0.399], [2.538, 1.635, 0.686], [1.011, 2.383, -0.096], [-0.341, -1.920, 1.319], [-2.063, -0.649, -1.050], [1.647, 1.474, 0.125], [-0.875, 0.704, -0.904], [1.842, -0.609, 1.011], [-1.844, -1.933, -0.290], [-1.956, 0.255, -1.459]],
  "nbo_charge": [0.6450, -0.1304, 0.3688, 0.4122, 0.4272, 0.2122, 0.4749, -0.8539, 0.0435, -0.5974, -0.5581, -0.4441],
  "de_lowest_kcal_mol": 74.8,
  "charge": 0,
  "mol_weight_g_mol": 116.076
}

[20]
{
  "formula": "C3H4N2O3",
  "method": "ωB97M-V/def2-TZVPD",
  "species": ["C", "C", "C", "H", "H", "H", "H", "N", "N", "O", "O", "O"],
  "xyz": [[1.553, -0.587, 0.431], [-0.042, 1.285, 0.047], [-1.434, -0.924, -0.264], [1.100, -0.943, 1.494], [1.591, 0.980, -0.861], [-1.908, 1.009, 0.278], [-0.504, -1.511, -0.498], [1.176, 0.561, 0.118], [-1.163, 0.369, 0.264], [2.526, -1.264, -0.471], [-0.343, 2.445, -0.365], [-2.552, -1.421, -0.174]],
  "nbo_charge": [0.4705, 0.8046, 0.5228, 0.1996, 0.4562, 0.4178, 0.1490, -0.6442, -0.6811, -0.6382, -0.5351, -0.5219],
  "de_lowest_kcal_mol": 90.4,
  "charge": 0,
  "mol_weight_g_mol": 116.076
}